(1)
ORCA calculation (ωB97M-V/def2-TZVPD) on a 2-piece molecular cluster, C4H10NO overall in a non-equilibrium geometry.

Geometry as XYZ:
```
16
Properties=species:S:1:pos:R:3
O 1.25724 -0.00653 0.04508
N -1.67875 -0.01253 0.02219
C -1.49499 -0.32036 1.25289
C -2.84385 0.53390 -0.78339
C 2.44326 0.02286 -0.66123
C 3.57250 -0.15526 0.02676
H -0.58372 -0.60614 1.73245
H -3.14380 1.42122 -0.25140
H -3.66508 -0.21367 -0.95688
H -0.81011 -0.02744 -0.51908
H -2.41649 -0.26483 1.89813
H 1.42054 -0.13684 0.98842
H 3.46727 -0.46505 1.07667
H -2.36255 0.56965 -1.73966
H 2.30508 -0.05760 -1.70151
H 4.53346 -0.28138 -0.42944
```

The value obtained for the molar mass is 88.13 u. Its energy above the lowest of the compared OMol25 structures with the same formula, charge and spin is 57.9 kcal per mole. As for the spin multiplicity: 1. For the maximum force, the calculation gives 3.74 eV/A. Its LUMO energy is -5.11 eV. The total charge is +1. For the highest occupied orbital energy, the calculation gives -0.4620 hartree.

Mulliken population analysis, charges in e, atoms 1 to 4: -0.45, -0.03, -0.13, -0.77

=====

(2)
ORCA calculation (ωB97M-V/def2-TZVPD) on a 2-piece molecular cluster, CH2N2O2S overall in a non-equilibrium geometry.

Geometry as XYZ:
```
8
Properties=species:S:1:pos:R:3
S -1.15114 -0.03588 -1.38618
O -0.49233 1.19208 -1.64333
O -0.63485 -1.19521 -2.11196
N 1.94201 1.01259 0.48406
N 0.97646 0.54641 0.85232
C -0.01893 -0.26379 1.10436
H -0.77430 0.10171 1.70799
H 0.15308 -1.35791 0.99275
```

The value obtained for the molar mass is 106.11 u. Its energy above the lowest of the compared OMol25 structures with the same formula, charge and spin is 93.3 kcal per mole. As for the spin multiplicity: 1. For the maximum force, the calculation gives 2.50 eV/A. Its LUMO energy is -0.62 eV. For the highest occupied orbital energy, the calculation gives -0.3417 hartree.

Mulliken population analysis, charges in e, atoms 1 to 4: 0.73, -0.39, -0.43, -0.45

=====

(3)
ORCA calculation (ωB97M-V/def2-TZVPD) on a single C5H8O3 molecule in a non-equilibrium geometry.

Geometry as XYZ:
```
16
Properties=species:S:1:pos:R:3
O 0.94182 0.38799 0.34086
O 0.83644 -2.71233 -0.74003
O -2.71273 1.79125 0.80638
C 0.20516 -1.94138 -0.06719
C -1.38268 -0.02201 0.00090
C -1.60802 1.27942 0.24286
C -0.05766 -0.49970 -0.43374
C 2.26185 0.44899 -0.14695
H 2.80644 1.11230 0.52531
H -3.29454 1.08009 1.10468
H 2.74904 -0.53285 -0.14282
H -0.14922 -2.20897 0.94672
H -2.10129 -0.77280 0.31500
H 0.14987 -0.31625 -1.49611
H -0.93879 2.05553 -0.09087
H 2.29431 0.85072 -1.16501
```

The value obtained for the molar mass is 116.12 u. Its energy above the lowest of the compared OMol25 structures with the same formula, charge and spin is 58.0 kcal per mole. As for the spin multiplicity: 1. Its SMILES is CO[C@@H](C=O)/C=C/O. For the maximum force, the calculation gives 2.66 eV/A. Its LUMO energy is 0.72 eV. For the highest occupied orbital energy, the calculation gives -0.3362 hartree.

Mulliken population analysis, charges in e, atoms 1 to 4: -0.35, -0.44, -0.48, -0.22

=====

(4)
ORCA calculation (ωB97M-V/def2-TZVPD) on an isolated ion of composition C6H11FN and charge +1 in a non-equilibrium geometry.

Geometry as XYZ:
```
19
Properties=species:S:1:pos:R:3
F 2.27541 1.55536 0.07329
N -0.81715 0.91165 0.46066
C -2.08719 1.41783 0.00892
C 0.97862 -1.75290 0.23583
C 2.05877 -0.71718 0.43459
C 0.03785 0.39770 -0.51718
C 1.68385 0.41641 0.09714
C -0.12237 -1.10532 -0.63429
H -0.90535 0.09991 1.20371
H -1.11319 -1.64718 -0.56397
H 0.27359 -1.28701 -1.67084
H 1.37784 -2.60173 -0.23124
H 0.14288 0.96067 -1.43444
H -2.53956 0.77082 -0.76661
H -1.95797 2.40574 -0.43478
H 0.68643 -2.00011 1.30135
H -2.85277 1.54278 0.78379
H -0.14808 1.63567 0.97477
H 3.02838 -1.00311 0.67930
```

The value obtained for the molar mass is 116.16 u. Its energy above the lowest of the compared OMol25 structures with the same formula, charge and spin is 18.4 kcal per mole. As for the spin multiplicity: 1. Its SMILES is C[NH2+][C@@H]1CCC=C1F. For the maximum force, the calculation gives 7.11 eV/A. Its LUMO energy is -3.53 eV. The total charge is +1. For the highest occupied orbital energy, the calculation gives -0.5154 hartree.

Mulliken population analysis, charges in e, atoms 1 to 4: -0.27, -0.10, -0.84, -0.62

=====

(5)
ORCA calculation (ωB97M-V/def2-TZVPD) on C8H10Br15NO4 as an isolated structure in a non-equilibrium geometry.

Geometry as XYZ:
```
38
Properties=species:S:1:pos:R:3
Br -3.21674 0.82225 2.66161
Br -1.71834 -1.98873 6.36413
Br -0.37694 -4.89186 -1.54723
Br -4.51260 -3.52129 6.55938
Br 9.58106 1.53359 0.16762
Br -2.97156 -3.34457 3.76070
Br 7.94833 -1.03429 1.13016
Br 6.56736 1.83944 1.16568
Br 3.95238 -1.52858 -0.12573
Br -5.59943 -0.23018 4.49210
Br -0.77189 -1.82292 -2.43092
Br 2.40472 0.42393 -2.11667
Br -6.23926 1.53512 1.91009
Br 5.57658 0.09279 -2.34715
Br 1.89275 -3.38694 -3.21634
O -0.19629 0.61476 -2.79076
O -2.91777 1.98251 -0.54388
O -2.04472 0.15663 -3.90354
O -0.81252 2.75033 -0.63151
N -1.40914 2.39927 -3.63001
C -2.18837 3.06531 -2.58101
C 0.48380 -3.19345 -1.91385
C -2.79685 -3.43202 5.68025
C 8.21800 0.86028 1.35247
C -1.16286 1.02799 -3.39056
C 4.04750 0.09313 -1.16988
C -1.88459 2.57692 -1.15801
C -5.05674 0.23925 2.70792
H 8.56760 1.01734 2.36330
H 0.94804 -2.87209 -0.99043
H -2.68502 0.63834 -4.44755
H -2.27813 -4.35297 5.90734
H -1.96677 4.13498 -2.59323
H -0.56806 2.89907 -3.87808
H -2.61785 1.67498 0.33019
H 4.18632 0.90905 -0.47389
H -3.26196 2.97188 -2.78182
H -5.12006 -0.65927 2.10911
```

The value obtained for the molar mass is 1382.73 u. As for the spin multiplicity: 1. For the maximum force, the calculation gives 2.30 eV/A. Its LUMO energy is -0.21 eV. For the highest occupied orbital energy, the calculation gives -0.3357 hartree.

Mulliken population analysis, charges in e, atoms 1 to 4: -0.03, 0.00, -0.08, -0.02

=====

(6)
ORCA calculation (ωB97M-V/def2-TZVPD) on C19H35GeN3O6SSiV as an isolated structure.

Geometry as XYZ:
```
67
Properties=species:S:1:pos:R:3
Ge 0.21940 2.51048 2.71936
V 0.68612 1.02860 -0.52796
S -1.22052 -2.70139 2.22441
Si -0.06565 2.79484 -3.13417
O -1.81063 -1.98879 -1.81120
O 3.34146 1.02286 -3.02047
O -1.29475 1.09089 -0.22959
O -0.02610 -0.65001 -1.63318
O 0.98847 2.08887 -2.13853
O -3.26462 0.08483 -0.58034
N 2.42959 0.04754 -0.26128
N -2.77120 -3.56275 0.20019
N -2.23429 -5.14486 1.64238
C 0.97214 2.59180 0.94193
C 0.89426 3.70411 -4.48374
C 2.94591 -0.29599 -2.65411
C -1.21518 1.58172 -3.99708
C -2.04982 -5.64304 2.97715
C 4.20578 -1.47900 -0.85041
C -2.05344 0.15087 -0.69285
C -3.26829 -5.72178 0.80467
C 4.51284 -1.75182 0.49455
C -3.22392 -4.79829 -0.40670
C -1.12793 4.04838 -2.21887
C 1.34623 1.48525 3.98836
C -1.58123 1.74612 2.85975
C 2.76561 -0.19810 1.05441
C 0.09841 4.31512 3.55878
C -2.08805 -3.80294 1.33541
C 3.20650 -0.61128 -1.20812
C -1.24111 -0.94876 -1.45415
C 3.74985 -1.05536 1.45308
H 2.40629 1.71006 3.85306
H 0.47236 3.42745 0.42957
H 2.59978 1.59655 -2.73312
H -1.94129 1.15350 -3.30247
H -0.50897 4.82285 -1.75815
H 4.77298 -1.94421 -1.65012
H 1.20699 0.40984 3.86145
H -0.32692 4.25474 4.56507
H 1.53132 3.00291 -5.02912
H -0.53317 4.97013 2.95438
H -2.95816 -5.52193 3.58469
H -3.05281 -6.76501 0.56607
H -1.24393 -5.08321 3.44561
H -2.50395 -5.15181 -1.15317
H 1.08984 4.76912 3.62687
H 1.06533 1.74243 5.01353
H 3.91871 -1.18263 2.51628
H -2.26581 2.23698 2.16748
H -0.65114 0.75465 -4.43381
H -1.79074 -6.70352 2.94100
H -2.53218 -2.77124 -0.41885
H -4.19398 -4.67662 -0.88694
H 3.52573 -0.99162 -3.26651
H 1.54308 4.46474 -4.04102
H 2.18229 0.34595 1.78377
H 1.88548 -0.44617 -2.87302
H -1.67698 3.53791 -1.42317
H 5.29302 -2.44677 0.77443
H 2.03229 2.86737 1.03105
H -1.77035 2.08500 -4.79650
H 0.22762 4.19461 -5.19970
H -4.24628 -5.67197 1.30882
H -1.57664 0.68756 2.59445
H -1.95621 1.85209 3.88178
H -1.84942 4.53215 -2.88534
```

The value obtained for the molar mass is 585.21 u. Its energy above the lowest of the compared OMol25 structures with the same formula, charge and spin is 13.7 kcal per mole. As for the spin multiplicity: 4. For the maximum force, the calculation gives 0.16 eV/A. Its LUMO energy (alpha / beta) is 4.38 / 4.38 eV. The total charge is -2. The expectation value of S² is 3.781. For the highest occupied orbital energy (alpha / beta), the calculation gives 0.0204 / -0.0955 hartree.

Mulliken population analysis, charges in e, atoms 1 to 4: 0.79, 0.43, -0.49, 0.52